Record 1
Molecular formula: C7H37NO11
Method: DFT, the ωB97M-V functional and the def2-TZVPD basis

Geometry as XYZ:
```
56
C7H37NO11 (the ωB97M-V functional and the def2-TZVPD basis)
C 1.826 2.162 -0.393
C 2.408 1.336 -1.541
C 1.458 1.313 -2.755
C -0.047 1.188 -2.444
C -0.418 -0.090 -1.765
C -0.782 -1.198 -2.417
C -1.173 -2.468 -1.743
N 2.767 2.204 0.756
H 1.562 3.175 -0.715
H 0.889 1.707 -0.018
H 2.666 0.339 -1.202
H 3.363 1.738 -1.863
H 1.729 0.506 -3.411
H 1.600 2.257 -3.321
H -0.575 1.294 -3.426
H -0.381 2.024 -1.830
H -0.385 -0.109 -0.681
H -0.829 -1.228 -3.536
H -2.100 -2.897 -2.153
H -0.402 -3.233 -1.910
H -1.266 -2.356 -0.671
H 2.262 2.515 1.582
H 3.534 2.847 0.555
H -0.953 -2.285 2.142
H -2.168 -3.270 2.409
O -1.962 -2.414 2.034
H 1.920 -2.597 -2.664
H 2.397 -2.712 -1.200
O 2.490 -3.107 -2.096
H -0.798 0.295 3.555
H 0.025 1.396 2.801
O 0.104 0.570 3.322
H -1.135 2.629 1.310
H -0.724 3.584 2.478
O -0.416 2.848 1.936
H -2.936 0.327 2.782
H -2.346 -1.069 3.066
O -2.531 -0.189 3.494
H -3.008 -1.478 0.994
H -4.490 -1.125 0.886
O -3.620 -0.816 0.618
H -2.915 1.304 0.619
H -2.649 2.225 -0.524
O -2.533 2.172 0.437
H 1.104 -1.959 1.630
H 0.517 -1.043 2.770
O 0.527 -1.963 2.430
H 3.644 0.505 1.055
H 4.130 -0.400 2.226
O 4.034 -0.367 1.268
H -3.622 -0.221 -1.111
H -2.840 -0.226 -2.432
O -3.488 0.279 -1.924
H 2.848 -1.315 0.600
H 1.669 -0.898 -0.196
O 2.019 -1.706 0.190
```

Calculated values
HOMO energy (eV): -9.584
HOMO-LUMO gap (eV): 9.8
Charge: 0
Lowest unoccupied orbital energy (eV): 0.261
SMILES: C/C=C/CCCCN.O.O.O.O.O.O.O.O.O.O.O

Charges in e, computed with natural (NBO), in the same order as the atoms:
1 C -0.219
2 C -0.420
3 C -0.385
4 C -0.435
5 C -0.212
6 C -0.198
7 C -0.664
8 N -0.871
9 H 0.181
10 H 0.193
11 H 0.192
12 H 0.213
13 H 0.210
14 H 0.203
15 H 0.218
16 H 0.206
17 H 0.192
18 H 0.200
19 H 0.217
20 H 0.237
21 H 0.218
22 H 0.387
23 H 0.366
24 H 0.520
25 H 0.491
26 O -1.032
27 H 0.455
28 H 0.495
29 O -0.973
30 H 0.500
31 H 0.502
32 O -1.025
33 H 0.514
34 H 0.484
35 O -0.997
36 H 0.472
37 H 0.498
38 O -0.978
39 H 0.518
40 H 0.485
41 O -1.007
42 H 0.500
43 H 0.505
44 O -0.975
45 H 0.508
46 H 0.512
47 O -1.004
48 H 0.508
49 H 0.487
50 O -0.980
51 H 0.491
52 H 0.476
53 O -0.985
54 H 0.515
55 H 0.477
56 O -0.984



Record 2
Molecular formula: C7H38O12
Method: DFT, the ωB97M-V functional and the def2-TZVPD basis

Geometry as XYZ:
```
57
C7H38O12 (the ωB97M-V functional and the def2-TZVPD basis)
C 2.032 1.873 -0.218
O 2.192 2.954 0.714
H 2.869 1.951 -0.912
H 2.132 0.861 0.174
H 1.111 2.007 -0.785
H 3.029 2.854 1.172
C 1.367 -2.673 -0.099
O 2.430 -1.773 0.202
H 1.255 -3.325 0.767
H 0.441 -2.151 -0.338
H 1.642 -3.402 -0.861
H 2.781 -1.538 -0.659
C 1.824 0.845 -2.744
O 3.256 0.732 -2.571
H 1.380 -0.121 -2.501
H 1.498 1.640 -2.073
H 1.663 1.233 -3.750
H 3.686 0.806 -3.427
C -0.352 -0.199 0.064
O 0.503 -0.031 -1.000
H -1.122 0.555 0.226
H -0.933 -1.121 0.065
H 0.241 -0.346 0.967
H 0.350 0.875 -1.279
C -3.175 1.211 1.804
O -4.102 0.194 1.421
H -2.173 1.013 1.426
H -3.431 2.240 1.551
H -2.930 1.048 2.854
H -3.962 0.169 0.472
C 1.732 -1.598 2.591
O 1.588 -0.662 1.512
H 2.344 -2.432 2.249
H 2.269 -1.014 3.340
H 0.856 -2.008 3.093
H 1.918 -1.069 0.708
C -1.295 -1.555 1.942
O -2.481 -1.899 2.626
H -0.942 -2.182 1.123
H -1.411 -0.520 1.620
H -0.499 -1.681 2.676
H -3.236 -1.816 2.039
O -0.917 2.178 1.022
H -1.083 3.119 1.076
H -0.464 2.063 0.186
O -2.373 1.547 -0.824
H -1.440 1.761 -0.819
H -2.683 1.843 -1.679
O -0.772 -0.706 -2.543
H -0.267 -1.259 -3.140
H -0.143 -0.439 -1.873
O -1.583 -2.443 -0.687
H -1.691 -1.758 -1.347
H -2.448 -2.527 -0.285
O -0.258 2.019 -1.439
H 0.334 2.770 -1.489
H -0.558 1.889 -2.338
```

Calculated values
HOMO energy (eV): -7.881
HOMO-LUMO gap (eV): 7.5
Charge: 0
Lowest unoccupied orbital energy (eV): -0.408

Charges in e, computed with natural (NBO), in the same order as the atoms:
1 C -0.264
2 O -0.740
3 H 0.183
4 H 0.221
5 H 0.096
6 H 0.473
7 C -0.308
8 O -0.629
9 H 0.202
10 H 0.239
11 H 0.190
12 H 0.499
13 C -0.261
14 O -0.752
15 H 0.208
16 H 0.148
17 H 0.162
18 H 0.477
19 C -0.549
20 O -0.802
21 H 0.210
22 H 0.259
23 H 0.297
24 H 0.529
25 C -0.271
26 O -0.743
27 H 0.209
28 H 0.155
29 H 0.177
30 H 0.466
31 C -0.261
32 O -0.789
33 H 0.154
34 H 0.180
35 H 0.160
36 H 0.430
37 C -0.264
38 O -0.736
39 H 0.171
40 H 0.176
41 H 0.174
42 H 0.470
43 O -0.913
44 H 0.473
45 H 0.453
46 O -0.963
47 H 0.455
48 H 0.451
49 O -1.025
50 H 0.458
51 H 0.434
52 O -0.953
53 H 0.509
54 H 0.475
55 O -0.886
56 H 0.538
57 H 0.548



Record 3
Molecular formula: C7H39NO13
Method: DFT, the ωB97M-V functional and the def2-TZVPD basis

Geometry as XYZ:
```
60
C7H39NO13 (the ωB97M-V functional and the def2-TZVPD basis)
C -1.322 3.025 0.741
C -1.182 2.408 -0.677
C -0.160 1.335 -0.660
C -0.450 0.035 -0.910
C 3.303 1.518 0.962
C 1.951 1.068 0.579
C 1.215 1.749 -0.328
N -1.722 2.055 1.767
H -0.382 3.454 0.955
H -2.030 3.858 0.713
H -0.942 3.231 -1.426
H -2.209 2.033 -0.993
H -1.470 -0.305 -1.149
H 0.277 -0.799 -0.892
H 3.316 1.941 2.012
H 3.703 2.286 0.365
H 4.029 0.667 0.997
H 1.591 0.165 1.144
H 1.574 2.663 -0.785
H -2.698 2.131 2.000
H -1.506 1.100 1.473
H 0.813 -3.249 0.677
H 0.520 -2.948 -0.755
O 0.112 -3.288 0.018
H 0.062 2.772 2.843
H 1.110 1.689 3.014
O 1.019 2.697 3.039
H -3.515 0.368 -2.623
H -3.126 -1.066 -2.459
O -3.670 -0.380 -2.085
H 1.297 -1.410 -3.011
H 1.711 -2.959 -3.129
O 1.400 -2.296 -2.481
H -0.483 0.752 3.556
H -0.146 -0.448 2.704
O 0.228 0.127 3.359
H 2.564 -2.245 0.963
H 1.670 -1.860 2.163
O 2.004 -2.619 1.689
H -1.599 -3.579 -0.169
H -2.781 -4.543 -0.344
O -2.508 -3.653 -0.508
H -1.003 -2.256 -2.668
H -2.185 -2.906 -2.060
O -1.949 -2.332 -2.778
H -1.987 -1.336 1.215
H -0.596 -1.987 0.935
O -1.056 -1.381 1.545
H -3.719 -0.902 -0.266
H -3.334 -2.275 0.213
O -3.529 -1.367 0.508
H 0.365 0.161 -4.333
H 0.921 0.670 -3.019
O 1.071 0.044 -3.717
H 3.351 -0.697 -0.621
H 2.565 -1.893 -1.268
O 3.165 -1.656 -0.547
H 2.494 4.873 1.689
H 1.741 3.551 1.724
O 2.117 4.208 1.099
```

Calculated values
HOMO energy (eV): -8.791
HOMO-LUMO gap (eV): 8.7
Charge: 0
Lowest unoccupied orbital energy (eV): -0.119

Charges in e, computed with natural (NBO), in the same order as the atoms:
1 C -0.220
2 C -0.448
3 C -0.057
4 C -0.409
5 C -0.667
6 C -0.156
7 C -0.278
8 N -0.893
9 H 0.194
10 H 0.197
11 H 0.219
12 H 0.209
13 H 0.215
14 H 0.184
15 H 0.237
16 H 0.231
17 H 0.202
18 H 0.206
19 H 0.232
20 H 0.376
21 H 0.386
22 H 0.519
23 H 0.494
24 O -1.000
25 H 0.491
26 H 0.508
27 O -0.996
28 H 0.471
29 H 0.499
30 O -0.978
31 H 0.524
32 H 0.497
33 O -1.034
34 H 0.483
35 H 0.503
36 O -0.984
37 H 0.509
38 H 0.482
39 O -0.975
40 H 0.519
41 H 0.494
42 O -0.989
43 H 0.480
44 H 0.497
45 O -0.974
46 H 0.509
47 H 0.486
48 O -1.037
49 H 0.497
50 H 0.493
51 O -0.980
52 H 0.491
53 H 0.506
54 O -0.939
55 H 0.491
56 H 0.500
57 O -0.983
58 H 0.466
59 H 0.499
60 O -0.998



Record 4
Molecular formula: C7H3BF4NO5S4W
Method: DFT, the ωB97M-V functional and the def2-TZVPD basis

Geometry as XYZ:
```
26
C7H3BF4NO5S4W (the ωB97M-V functional and the def2-TZVPD basis)
W 0.397 0.116 0.812
O -3.034 -2.100 -3.883
C -2.328 -1.660 -2.816
C -2.928 -0.954 -1.774
C -2.127 -0.536 -0.737
N -0.824 -0.782 -0.739
C -0.251 -1.501 -1.695
C -0.969 -1.964 -2.772
C 1.192 -1.789 -1.362
O 1.864 -2.542 -2.017
O 1.542 -1.164 -0.268
C -2.571 0.122 0.547
O -3.732 0.391 0.749
O -1.575 0.274 1.366
H -3.955 -1.829 -3.793
H -3.989 -0.741 -1.744
H -0.489 -2.550 -3.541
S -0.024 -2.088 2.016
S 0.911 -0.533 2.947
S 0.386 2.382 1.619
S -0.090 2.106 -0.347
F 3.387 2.587 -0.660
B 3.226 1.225 -0.744
F 2.461 0.849 -1.834
F 2.427 0.847 0.531
F 4.400 0.526 -0.642
```

Calculated values
HOMO energy (alpha / beta) (eV): -4.788 / -4.789
HOMO-LUMO gap (alpha / beta) (eV): 6.1 / 6.1
Charge: -1
Lowest unoccupied orbital energy (alpha / beta) (eV): 1.298 / 1.299

Charges in e, computed with Mulliken, in the same order as the atoms:
1 W 2.001
2 O -0.532
3 C 1.199
4 C -0.504
5 C -0.094
6 N -0.347
7 C 0.152
8 C -0.821
9 C 0.433
10 O -0.646
11 O -0.672
12 C 0.468
13 O -0.672
14 O -0.399
15 H 0.293
16 H 0.434
17 H 0.560
18 S -0.259
19 S -0.206
20 S -0.247
21 S -0.250
22 F -0.336
23 B 0.589
24 F -0.394
25 F -0.420
26 F -0.329



Record 5
Molecular formula: C7H3Cl3CrO8S
Method: DFT, the ωB97M-V functional and the def2-TZVPD basis

Geometry as XYZ:
```
23
C7H3Cl3CrO8S (the ωB97M-V functional and the def2-TZVPD basis)
Cr 14.762 -14.152 -15.343
S 16.271 -14.073 -16.833
O 17.185 -12.917 -16.812
O 14.917 -13.596 -16.848
O 16.584 -14.767 -18.069
O 16.207 -14.874 -15.633
C 11.831 -12.797 -16.159
C 11.812 -11.492 -16.460
C 12.853 -10.587 -15.997
O 12.845 -9.277 -16.295
C 13.969 -10.944 -15.310
C 14.065 -12.353 -14.989
C 13.025 -13.332 -15.560
O 13.217 -14.547 -15.481
O 15.014 -12.856 -14.345
O 10.893 -11.092 -17.275
H 11.158 -13.524 -16.587
H 14.728 -10.230 -15.026
C 13.416 -14.615 -12.407
Cl 13.854 -15.084 -10.819
Cl 14.754 -14.999 -13.461
Cl 13.030 -12.942 -12.407
H 12.502 -15.168 -12.621
```

Calculated values
Multiplicity: 5
HOMO energy (alpha / beta) (eV): 0.645 / -0.681
HOMO-LUMO gap (alpha / beta) (eV): 3.5 / 4.8
Charge: -2
Lowest unoccupied orbital energy (alpha / beta) (eV): 4.107 / 4.099

Charges in e, computed with natural (NBO), in the same order as the atoms:
1 Cr 0.547
2 S 2.591
3 O -1.008
4 O -0.789
5 O -1.017
6 O -0.825
7 C -0.380
8 C 0.318
9 C 0.301
10 O -0.712
11 C -0.341
12 C 0.245
13 C 0.276
14 O -0.592
15 O -0.599
16 O -0.702
17 H 0.199
18 H 0.217
19 C -0.321
20 Cl -0.006
21 Cl 0.286
22 Cl 0.076
23 H 0.234



Record 6
Molecular formula: C7H3ClF3NO2
Method: DFT, the ωB97M-V functional and the def2-TZVPD basis

Geometry as XYZ:
```
17
C7H3ClF3NO2 (the ωB97M-V functional and the def2-TZVPD basis)
C 0.129 2.048 -1.359
C 0.553 -0.050 -0.082
C 0.074 0.605 -1.185
C 0.053 2.623 -0.184
C -0.045 2.611 1.112
C -0.062 -1.303 -0.101
C 0.101 -2.442 0.853
N -0.824 -1.414 -1.191
O -1.493 -2.316 -1.637
O -0.745 -0.205 -1.888
F -1.064 -2.928 1.289
F 0.781 -3.466 0.318
F 0.785 -2.046 1.936
Cl 1.342 2.654 2.150
H 0.145 2.526 -2.321
H 1.242 0.304 0.656
H -0.972 2.800 1.633
```

Calculated values
HOMO energy (alpha / beta) (eV): -8.612 / -8.612
HOMO-LUMO gap (alpha / beta) (eV): 8.2 / 8.2
Charge: 0
Lowest unoccupied orbital energy (alpha / beta) (eV): -0.366 / -0.366

Charges in e, computed with natural (NBO), in the same order as the atoms:
1 C -0.295
2 C -0.275
3 C 0.260
4 C 0.094
5 C -0.266
6 C -0.061
7 C 0.978
8 N 0.406
9 O -0.410
10 O -0.268
11 F -0.304
12 F -0.308
13 F -0.315
14 Cl 0.013
15 H 0.252
16 H 0.256
17 H 0.242



Record 7
Molecular formula: C7H3N3O5
Method: DFT, the ωB97M-V functional and the def2-TZVPD basis

Geometry as XYZ:
```
18
C7H3N3O5 (the ωB97M-V functional and the def2-TZVPD basis)
C 3.280 -1.574 -0.049
C 3.548 0.751 -0.106
C -2.204 -1.605 -0.637
C -2.281 1.126 -0.335
C 1.391 -0.198 -0.740
C 2.676 -0.332 -0.316
C -2.110 -0.321 0.231
N 3.862 -2.545 0.170
N 4.287 1.618 0.079
N -1.854 -0.320 1.492
O -3.340 -2.061 -0.781
O -2.399 1.274 -1.549
O -1.114 -2.009 -1.065
O -2.257 1.994 0.564
O -1.636 -1.246 2.342
H 0.973 0.777 -0.922
H 0.735 -1.045 -0.868
H -1.845 0.667 1.859
```

Calculated values
HOMO energy (alpha / beta) (eV): -1.109 / -1.110
HOMO-LUMO gap (alpha / beta) (eV): 5.7 / 5.7
Charge: -2
Lowest unoccupied orbital energy (alpha / beta) (eV): 4.636 / 4.635

Charges in e, computed with natural (NBO), in the same order as the atoms:
1 C 0.305
2 C 0.306
3 C 0.763
4 C 0.732
5 C -0.113
6 C -0.368
7 C -0.032
8 N -0.332
9 N -0.347
10 N -0.063
11 O -0.745
12 O -0.741
13 O -0.795
14 O -0.812
15 O -0.653
16 H 0.226
17 H 0.297
18 H 0.374



Record 8
Molecular formula: C7H4
Method: DFT, the ωB97M-V functional and the def2-TZVPD basis

Geometry as XYZ:
```
11
C7H4 (the ωB97M-V functional and the def2-TZVPD basis)
C -1.257 0.140 0.515
C -2.377 -0.142 1.146
C 1.382 0.950 1.022
C 1.505 -0.192 0.355
C -0.754 -0.760 -0.635
C 0.581 -0.062 -0.806
C 0.257 1.047 0.134
H 1.719 1.428 1.913
H -0.703 -1.812 -0.351
H -1.387 -0.655 -1.515
H 1.036 0.057 -1.778
```

Calculated values
HOMO energy (eV): -9.206
HOMO-LUMO gap (eV): 8.5
Charge: 0
Lowest unoccupied orbital energy (eV): -0.721

Charges in e, computed with natural (NBO), in the same order as the atoms:
1 C -0.467
2 C 0.194
3 C -0.288
4 C 0.093
5 C -0.398
6 C -0.289
7 C 0.168
8 H 0.253
9 H 0.243
10 H 0.235
11 H 0.257



In eV/Å, the F_max values for the records above are, in order, 0.997 13.740 2.824 0.364 14.838 1.630 2.201 2.414.
In kJ/mol, the energy relative to the best compared isomer or geometry (same formula, charge and spin) values for the records above are, in order, 40.71 1907.13 135.89 4.29 0.00 0.00 135.44 426.20.